Entry 1:
C8H8Si | the ωB97M-V functional and the def2-TZVPD basis

Structure (XYZ):
```
17
C8H8Si (the ωB97M-V functional and the def2-TZVPD basis)
C -1.927 -0.446 0.275
C -0.556 -0.183 0.076
C 0.079 -1.582 0.332
C 1.187 -1.912 -0.329
C 1.787 -0.919 -1.262
C 1.435 0.349 -1.217
C 0.355 0.899 -0.440
C 0.566 2.232 -0.094
Si -0.769 2.563 1.133
H -2.814 0.168 0.562
H -2.191 -1.482 0.019
H -0.574 -2.181 1.069
H 1.618 -2.911 -0.225
H 2.836 -1.283 -1.629
H 2.054 1.058 -1.761
H -2.073 3.425 0.931
H -1.011 2.204 2.560
```

Summary:
ΔE to the lowest compared entry with this formula, charge and spin in kJ/mol: 464.20
Calculated total energy in eV: -16295.5621
HOMO-LUMO gap (spin up / spin down) in eV: 6.7 / 6.7
Multiplicity: 1
Total charge: 0
Strongest force on any atom in eV Å⁻¹: 4.34
HOMO level (spin up / spin down) in eV: -7.811 / -7.812
SMILES string: C=c1ccccc1=C=[SiH2]

=====

Entry 2:
C8H9AsF3NO4S7Tc | the ωB97M-V functional and the def2-TZVPD basis

Structure (XYZ):
```
34
C8H9AsF3NO4S7Tc (the ωB97M-V functional and the def2-TZVPD basis)
Tc -0.406 -1.432 -0.524
S -3.077 -3.564 0.340
As -3.576 -4.333 -1.442
S 0.011 -3.503 -1.572
S -2.065 -1.266 -2.101
S -2.580 -2.978 -3.034
F 3.518 3.467 -1.888
C 2.722 2.428 -2.158
F 3.409 1.558 -2.918
F 1.683 2.871 -2.887
C 2.239 1.765 -0.892
C 2.698 2.131 0.353
C 2.226 1.481 1.499
C 1.319 0.459 1.361
N 0.873 0.112 0.142
C 1.299 0.732 -0.964
S 0.472 0.011 -2.296
H 3.422 2.930 0.440
H 2.572 1.762 2.481
H 0.927 -0.093 2.201
C -3.286 1.580 1.156
C -2.025 1.201 0.421
O -1.788 -0.230 0.556
H -3.475 2.643 1.019
H -3.192 1.400 2.228
H -4.142 1.027 0.776
H -1.147 1.734 0.793
H -2.106 1.361 -0.655
H -1.848 -0.515 1.478
O -0.264 -2.287 1.355
S 1.064 -3.043 1.472
O 0.888 -4.420 1.745
O 2.047 -2.266 2.149
S 1.587 -2.726 -0.633
```

Summary:
ΔE to the lowest compared entry with this formula, charge and spin in kJ/mol: 23.65
Calculated total energy in eV: -165153.8001
HOMO-LUMO gap (spin up / spin down) in eV: 6.3 / 6.3
Multiplicity: 1
Total charge: +1
Strongest force on any atom in eV Å⁻¹: 0.55
HOMO level (spin up / spin down) in eV: -12.192 / -12.192

=====

Entry 3:
C8H9B3BeF18N4O4S2 | the ωB97M-V functional and the def2-TZVPD basis

Structure (XYZ):
```
49
C8H9B3BeF18N4O4S2 (the ωB97M-V functional and the def2-TZVPD basis)
Be -0.003 -0.284 1.877
B 1.810 -1.976 3.652
F 0.772 -1.162 4.089
F 1.566 -3.318 4.026
F 1.869 -1.827 2.283
F 3.020 -1.521 4.223
B 2.594 1.377 1.943
F 2.823 2.644 1.445
F 2.167 0.489 0.926
F 3.698 0.842 2.577
F 1.517 1.346 2.895
B -2.259 1.151 2.963
F -2.499 -0.131 2.430
F -2.084 2.013 1.894
F -3.245 1.582 3.838
F -1.031 1.032 3.665
C -1.151 3.669 -1.250
F -2.318 3.047 -1.345
F -0.980 4.386 -2.365
F -1.118 4.476 -0.209
S 0.213 2.353 -1.087
O 0.012 1.825 0.251
O -0.057 1.368 -2.126
N 1.686 3.254 -1.211
S 2.235 3.165 -2.739
O 1.285 3.346 -3.815
O 3.371 4.063 -2.780
C 2.979 1.397 -2.939
F 2.254 0.648 -3.765
F 4.230 1.507 -3.389
F 3.008 0.834 -1.749
C 0.177 -1.751 -2.788
C 0.637 -1.590 -1.412
N 0.955 -1.400 -0.331
H -0.835 -2.151 -2.853
H 0.832 -2.436 -3.324
H 0.145 -0.772 -3.264
C -3.575 -0.583 -2.144
C -2.619 -0.457 -1.037
N -1.883 -0.376 -0.167
H -3.417 0.242 -2.835
H -4.596 -0.647 -1.776
H -3.366 -1.518 -2.665
C -1.597 -5.145 1.686
C -1.325 -3.725 1.815
N -1.073 -2.618 1.934
H -2.451 -5.583 2.198
H -0.740 -5.666 2.122
H -1.631 -5.418 0.632
```

Summary:
ΔE to the lowest compared entry with this formula, charge and spin in kJ/mol: 45.62
Calculated total energy in eV: -95626.2221
HOMO-LUMO gap in eV: 8.3
Multiplicity: 1
Total charge: -2
Strongest force on any atom in eV Å⁻¹: 3.86
HOMO level in eV: -4.685

=====

Entry 4:
C8H9Br2ClO | the ωB97M-V functional and the def2-TZVPD basis

Structure (XYZ):
```
21
C8H9Br2ClO (the ωB97M-V functional and the def2-TZVPD basis)
C 3.171 0.279 0.227
C 2.118 1.288 0.246
C 0.839 1.088 0.594
C 2.917 -0.963 -0.112
C 0.359 -0.259 1.089
C 0.392 -1.346 0.064
C -0.225 2.140 0.575
C 0.024 -1.114 -1.356
O 0.371 -2.579 0.564
Cl 4.809 0.878 0.616
Br 2.688 3.025 -0.336
Br 4.015 -2.452 -0.175
H 0.966 -0.593 1.934
H -0.669 -0.143 1.453
H -1.049 1.828 -0.067
H 0.145 3.097 0.222
H -0.623 2.277 1.582
H 0.311 -0.115 -1.667
H -1.058 -1.219 -1.480
H 0.506 -1.837 -2.012
H 0.422 -3.259 -0.123
```

Summary:
Calculated total energy in eV: -163093.4584
HOMO-LUMO gap (spin up / spin down) in eV: 7.7 / 7.7
Multiplicity: 1
Total charge: 0
Strongest force on any atom in eV Å⁻¹: 2.91
HOMO level (spin up / spin down) in eV: -7.881 / -7.882

=====

Entry 5:
C8H9Cl2FN2O2 | the ωB97M-V functional and the def2-TZVPD basis

Structure (XYZ):
```
24
C8H9Cl2FN2O2 (the ωB97M-V functional and the def2-TZVPD basis)
C -0.685 -1.879 2.262
C -0.192 -1.227 0.983
C -0.721 -1.588 -0.385
F -0.474 0.089 1.137
N 1.347 -1.068 0.992
O 1.865 -0.806 -0.101
O 1.882 -1.050 2.101
H -1.748 -2.100 2.127
H -0.141 -2.787 2.483
H -0.554 -1.143 3.080
H -1.779 -1.837 -0.268
H -0.605 -0.701 -1.023
H -0.190 -2.428 -0.801
Cl 1.552 2.592 1.371
C -0.053 3.194 1.491
C -0.379 4.537 1.673
C -1.745 4.836 1.740
C -2.726 3.853 1.658
C -2.278 2.544 1.481
Cl -3.312 1.157 1.358
N -0.981 2.286 1.407
H 0.435 5.240 1.737
H -2.041 5.871 1.882
H -3.802 4.015 1.705
```

Summary:
ΔE to the lowest compared entry with this formula, charge and spin in kJ/mol: 45.77
Calculated total energy in eV: -43276.3002
HOMO-LUMO gap in eV: 9.9
Multiplicity: 1
Total charge: 0
Strongest force on any atom in eV Å⁻¹: 2.04
HOMO level in eV: -9.526
SMILES string: CC(C)(F)[N+](=O)[O-].Clc1cccc(Cl)n1

=====

Entry 6:
C8H9ClF4N | the ωB97M-V functional and the def2-TZVPD basis

Structure (XYZ):
```
23
C8H9ClF4N (the ωB97M-V functional and the def2-TZVPD basis)
C 1.769 -0.943 0.124
C -1.364 -1.331 0.848
C 1.312 -1.402 -1.167
C 0.268 -0.300 -1.639
C 0.177 0.618 -0.455
C -1.921 0.001 0.684
C -1.178 1.086 -0.115
C 1.598 1.113 1.422
N 1.200 0.007 0.655
F -1.827 -2.398 0.303
F -3.287 -0.020 0.351
F -2.011 0.508 1.895
F -1.081 2.182 0.685
Cl -1.985 1.468 -1.681
H 2.183 -1.606 -1.909
H 0.914 -2.406 -1.059
H 0.697 0.159 -2.591
H -0.556 -0.823 -1.910
H 0.753 1.503 -0.693
H 2.503 1.560 0.794
H 0.858 1.918 1.415
H 1.909 0.695 2.382
H -0.929 -1.587 1.662
```

Summary:
ΔE to the lowest compared entry with this formula, charge and spin in kJ/mol: 268.86
Calculated total energy in eV: -33310.2895
HOMO-LUMO gap (spin up / spin down) in eV: 10.2 / 6.1
Multiplicity: 1
Total charge: +1
Strongest force on any atom in eV Å⁻¹: 6.54
HOMO level (spin up / spin down) in eV: -15.078 / -13.046

=====

Entry 7:
C8H9ClI2N2O | the ωB97M-V functional and the def2-TZVPD basis

Structure (XYZ):
```
23
C8H9ClI2N2O (the ωB97M-V functional and the def2-TZVPD basis)
C 2.229 -0.994 0.968
C 2.097 -0.197 -0.347
I 3.931 0.405 -1.289
C 0.895 0.120 -0.859
I 0.874 1.270 -2.702
C -0.476 -0.262 -0.205
C -0.676 0.436 1.196
C -1.565 0.372 -1.085
N -2.338 0.827 -1.762
C -0.772 -1.830 -0.188
Cl -0.746 -2.562 1.466
C -2.192 -2.085 -0.695
N -3.269 -2.216 -0.964
H 2.008 -0.401 1.872
H 1.643 -1.924 0.880
H 3.289 -1.312 1.068
H -1.590 0.048 1.687
H 0.219 0.382 1.830
H -0.892 1.497 0.961
H -0.111 -2.378 -0.880
O -0.486 3.472 -0.388
H -0.756 4.206 0.175
H -1.317 3.126 -0.740
```

Summary:
Calculated total energy in eV: -42190.6460
HOMO-LUMO gap in eV: 8.6
Multiplicity: 1
Total charge: 0
Strongest force on any atom in eV Å⁻¹: 5.68
HOMO level in eV: -8.983

=====

Entry 8:
C8H9N3 | the ωB97M-V functional and the def2-TZVPD basis

Structure (XYZ):
```
20
C8H9N3 (the ωB97M-V functional and the def2-TZVPD basis)
C 3.645 -1.526 0.654
C -0.410 0.787 0.722
C -0.275 -1.198 -0.746
C -1.813 0.800 0.730
C -1.712 -1.090 -0.779
C 0.149 -0.251 0.084
C -2.495 -0.131 -0.067
C 2.650 0.474 -0.094
N 3.427 -0.582 0.013
N -3.804 -0.086 -0.107
N 3.151 1.607 -0.458
H 3.690 -2.242 1.416
H -0.016 1.494 1.329
H 0.279 -1.813 -1.441
H -2.425 1.624 1.160
H -2.135 -1.912 -1.170
H -4.344 0.699 0.291
H -4.263 -0.830 -0.558
H 2.596 2.354 -0.274
H 4.105 1.822 -0.705
```

Summary:
ΔE to the lowest compared entry with this formula, charge and spin in kJ/mol: 400.45
Calculated total energy in eV: -12888.0126
HOMO-LUMO gap (spin up / spin down) in eV: 5.3 / 5.3
Multiplicity: 1
Total charge: +2
Strongest force on any atom in eV Å⁻¹: 4.86
HOMO level (spin up / spin down) in eV: -15.313 / -15.311

=====

Entry 9:
C8H9N3O2 | the ωB97M-V functional and the def2-TZVPD basis

Structure (XYZ):
```
22
C8H9N3O2 (the ωB97M-V functional and the def2-TZVPD basis)
C 2.065 2.725 0.249
C 1.492 1.580 0.113
C 2.200 0.199 -0.102
O 3.386 -0.056 -0.208
N 1.206 -0.716 -0.114
C 1.422 -2.026 -0.591
N -0.126 -0.163 -0.193
C 0.075 1.364 0.013
N -0.900 2.141 -0.013
C -2.121 1.648 -0.387
C -2.386 0.333 -0.439
C -1.421 -0.665 0.048
O -1.762 -0.894 1.453
H 3.139 2.939 0.385
H 1.522 3.726 0.210
H 0.685 -2.725 -0.172
H 1.216 -2.004 -1.679
H 2.433 -2.161 -0.317
H -2.903 2.313 -0.688
H -3.328 -0.174 -0.822
H -1.681 -1.623 -0.365
H -1.620 -0.004 1.750
```

Summary:
ΔE to the lowest compared entry with this formula, charge and spin in kJ/mol: 275.91
Calculated total energy in eV: -17004.1058
HOMO-LUMO gap in eV: 8.3
Multiplicity: 1
Total charge: 0
Strongest force on any atom in eV Å⁻¹: 5.19
HOMO level in eV: -8.743
SMILES string: C=c1c(=O)n(C)n2c1=NC=C[C@@H]2O

=====

Entry 10:
C8H9N5 | the ωB97M-V functional and the def2-TZVPD basis

Structure (XYZ):
```
22
C8H9N5 (the ωB97M-V functional and the def2-TZVPD basis)
H -4.217 -3.459 0.226
N -3.536 -2.870 -0.282
C -3.253 -1.725 0.010
C -2.127 -1.054 -0.755
N -1.697 0.151 -0.603
C -2.030 1.149 0.198
C -1.103 1.928 0.763
C 0.311 1.807 0.637
N 0.761 0.628 0.270
C 2.096 0.301 0.140
C 3.200 0.964 -0.596
C 4.129 -0.062 -0.706
N 3.686 -1.194 -0.152
N 2.493 -0.945 0.277
H -3.986 -0.935 0.601
H -1.654 -1.633 -1.537
H -3.061 1.566 0.406
H -1.382 2.721 1.411
H 1.089 2.487 0.996
H 3.286 1.908 -0.957
H 5.039 -0.031 -1.169
H 1.955 -1.699 0.820
```

Summary:
ΔE to the lowest compared entry with this formula, charge and spin in kJ/mol: 530.48
Calculated total energy in eV: -15888.0156
HOMO-LUMO gap (spin up / spin down) in eV: 7.4 / 7.4
Multiplicity: 1
Total charge: 0
Strongest force on any atom in eV Å⁻¹: 5.54
HOMO level (spin up / spin down) in eV: -7.905 / -7.905
SMILES string: [H]/N=C/C=N\C=C/C=N/c1ccn[nH]1

=====

Entry 11:
C8H9N5 | the ωB97M-V functional and the def2-TZVPD basis

Structure (XYZ):
```
22
C8H9N5 (the ωB97M-V functional and the def2-TZVPD basis)
C 0.897 2.728 0.132
C 0.030 1.522 -0.060
C -2.157 0.671 -0.144
C -3.813 -0.738 -0.092
C -0.162 -0.927 -0.066
C 2.051 -1.698 -0.142
C 2.021 -0.204 -0.233
C 0.586 0.199 -0.320
H 1.768 2.831 -0.553
H 0.143 3.626 -0.004
H 1.315 2.687 1.048
H -4.903 -1.100 0.090
H 0.240 -3.289 0.386
H 2.734 -2.224 0.830
H 2.392 -2.517 -1.122
H 2.312 0.013 0.987
H 3.129 0.393 -0.787
N -1.211 1.723 0.064
N -3.477 0.673 -0.291
N -2.767 -1.502 0.096
N -1.608 -0.664 0.085
N 0.479 -2.203 0.098
```

Summary:
ΔE to the lowest compared entry with this formula, charge and spin in kJ/mol: 675.22
Calculated total energy in eV: -15886.5154
HOMO-LUMO gap in eV: 8.7
Multiplicity: 1
Total charge: 0
Strongest force on any atom in eV Å⁻¹: 7.55
HOMO level in eV: -8.183

=====

Entry 12:
C8H9NO2 | the ωB97M-V functional and the def2-TZVPD basis

Structure (XYZ):
```
20
C8H9NO2 (the ωB97M-V functional and the def2-TZVPD basis)
O 0.549 4.664 -0.412
C 0.222 3.522 -0.184
C 0.085 2.405 -1.179
C -0.306 1.316 -0.498
C -0.447 1.641 0.952
C -0.140 2.937 1.153
H 0.283 2.524 -2.246
H -0.484 0.338 -0.908
H -0.753 0.926 1.704
H -0.133 3.504 2.090
N -1.205 -1.428 -0.961
C -0.163 -2.213 -0.606
C 0.293 -2.454 0.639
C 1.439 -3.336 0.807
O 2.037 -3.888 -0.101
H -1.463 -1.317 -1.931
H -1.756 -0.945 -0.267
H 0.352 -2.690 -1.434
H -0.176 -2.006 1.519
H 1.767 -3.498 1.863
```

Summary:
ΔE to the lowest compared entry with this formula, charge and spin in kJ/mol: 234.43
Calculated total energy in eV: -14024.4637
HOMO-LUMO gap in eV: 8.1
Multiplicity: 1
Total charge: 0
Strongest force on any atom in eV Å⁻¹: 1.16
HOMO level in eV: -9.013
SMILES string: O=C1C=CC=C1.N/C=C/C=O